Entry 1:
131
Properties=species:S:1:pos:R:3 method="wB97M-V/def2-TZVPD" homo_energy_ev=-8.47 homo_lumo_gap_ev=8.3 total_charge=0 lumo_ev=-0.15 largest_force_ha_per_bohr=0.022 total_energy_ha=-4193.48681
C 0.48558 0.12491 1.65484
C 0.62853 1.59811 2.07282
O -0.52318 2.37086 1.82112
C -0.61613 2.90196 0.51922
C -1.33992 4.23810 0.56679
O -2.68704 4.11727 0.12486
C -3.66196 4.55166 1.06624
B -4.31468 3.32605 1.80866
O -3.98263 2.02860 1.45106
B -5.08498 1.46330 0.83345
C -4.94206 0.70389 -0.54305
C -5.45474 -0.73986 -0.55557
F -5.64972 1.46888 -1.49489
O -6.30387 1.66348 1.46906
B -6.25778 2.44216 2.61196
P -7.63721 2.14897 3.93504
O -8.10968 0.62384 3.51207
I -6.35721 1.75232 5.95476
O -5.33307 3.44494 2.75109
H -0.53972 -0.07550 1.34740
H 1.16322 -0.09397 0.83463
H 0.69464 -0.53223 2.48929
H 1.49649 2.02634 1.56127
H 0.85824 1.66136 3.13528
H -1.15795 2.22176 -0.14425
H 0.37576 3.05278 0.08047
H -0.83588 4.96694 -0.07068
H -1.28422 4.57850 1.60135
H -4.46778 5.01721 0.48611
H -3.27782 5.31811 1.74066
H -3.89509 0.74247 -0.83861
H -6.22321 -0.79974 -1.32203
H -5.85692 -1.03228 0.40758
H -4.65195 -1.40681 -0.85510
H -8.25777 0.59378 2.56311
F 2.56602 -1.94744 1.97168
C 2.88184 -2.74780 3.00756
C 2.15984 -3.90865 3.20095
C 2.49157 -4.72537 4.27278
C 3.52746 -4.37365 5.12887
C 4.23620 -3.19849 4.91509
C 3.91302 -2.37769 3.84528
H 1.35345 -4.15893 2.52514
H 1.93911 -5.64070 4.43744
H 3.78352 -5.01599 5.96077
H 5.03999 -2.92134 5.57894
H 4.45560 -1.46135 3.65782
F -0.22122 -1.32231 4.57048
C 0.05764 -0.79737 5.78196
C -0.90938 -0.02670 6.39584
C -0.63583 0.51771 7.64161
C 0.59088 0.29207 8.24956
C 1.54672 -0.48491 7.61036
C 1.28504 -1.04188 6.36666
H -1.85605 0.14158 5.89983
H -1.38468 1.12042 8.13764
H 0.80113 0.72104 9.21999
H 2.50542 -0.66067 8.07998
H 2.02360 -1.65265 5.86298
F -6.46282 -3.33292 -0.38963
C -7.43913 -4.17718 0.00735
C -8.74837 -3.74353 -0.03254
C -9.74855 -4.61380 0.37525
C -9.42898 -5.88950 0.81841
C -8.10341 -6.29927 0.85115
C -7.09440 -5.44090 0.43989
H -8.97357 -2.74307 -0.37690
H -10.78096 -4.29290 0.34602
H -10.21235 -6.56306 1.13792
H -7.85123 -7.29167 1.19936
H -6.05533 -5.74074 0.45175
F -0.65536 5.20538 -6.03752
C -1.03684 5.83038 -4.90257
C -1.53960 5.07503 -3.86337
C -1.92803 5.72016 -2.69795
C -1.81445 7.10061 -2.59509
C -1.30818 7.83806 -3.65644
C -0.91042 7.20201 -4.82334
H -1.62494 4.00187 -3.97044
H -2.32089 5.14338 -1.87039
H -2.12115 7.60112 -1.68600
H -1.22226 8.91359 -3.57868
H -0.50744 7.75521 -5.66098
F 1.25747 3.36251 -12.77769
C 0.87966 4.00236 -11.65031
C 0.37946 3.26183 -10.59869
C -0.00423 3.92306 -9.44102
C 0.10805 5.30387 -9.35579
C 0.61113 6.02613 -10.42895
C 1.00622 5.37484 -11.58892
H 0.29161 2.18738 -10.69225
H -0.39436 3.35861 -8.60637
H -0.19686 5.81173 -8.45167
H 0.69706 7.10271 -10.36577
H 1.40655 5.91630 -12.43537
F -1.45872 1.17383 -8.38051
C -1.17008 -0.11466 -8.65927
C 0.12568 -0.44760 -8.99781
C 0.41748 -1.77352 -9.28232
C -0.58030 -2.73667 -9.23072
C -1.87585 -2.37401 -8.88936
C -2.17961 -1.05272 -8.59638
H 0.88713 0.32031 -9.03505
H 1.42868 -2.05364 -9.54449
H -0.34803 -3.76859 -9.45604
H -2.65606 -3.12209 -8.85140
H -3.18061 -0.74809 -8.32281
F 5.98652 -1.04796 6.44778
C 7.23990 -0.85906 5.97173
C 8.30905 -1.06654 6.81834
C 9.59123 -0.87683 6.32491
C 9.78294 -0.47886 5.00882
C 8.68872 -0.27380 4.18068
C 7.40275 -0.46951 4.65981
H 8.13461 -1.37012 7.84174
H 10.44247 -1.03985 6.97190
H 10.78479 -0.32859 4.62991
H 8.83433 0.03814 3.15546
H 6.53789 -0.32349 4.02787
F 7.30626 -3.11541 3.24713
C 7.45955 -4.43801 3.01839
C 8.73322 -4.92416 2.80336
C 8.89661 -6.28167 2.56957
C 7.79531 -7.12595 2.54756
C 6.52475 -6.61074 2.76427
C 6.34811 -5.25633 3.00682
H 9.57627 -4.24640 2.81959
H 9.88853 -6.68004 2.40401
H 7.92783 -8.18324 2.36180
H 5.66333 -7.26494 2.74524
H 5.36683 -4.84030 3.18349

Entry 2:
15
Properties=species:S:1:pos:R:3 method="wB97M-V/def2-TZVPD" homo_energy_ev="-14.67 / -13.53" homo_lumo_gap_ev="10.8 / 5.3" e_above_lowest_kcal_mol=64.0 total_charge=+1 s2=0.77 lumo_ev="-3.91 / -8.20" largest_force_ha_per_bohr=0.022 total_energy_ha=-287.39879 multiplicity=2
C -0.92477 -0.76666 1.20577
C -0.33885 -2.53273 -0.32275
N -0.07599 -1.44978 0.24041
H -0.60241 0.26578 1.36000
H -0.94816 -1.32652 2.13958
H -1.93061 -0.74290 0.80530
H 0.17391 -2.78845 -1.24651
H -1.11637 -3.23284 -0.02106
C 0.62038 2.64139 -0.63269
C 1.24511 1.51406 -0.26159
O 1.13556 0.37264 -0.97366
H 0.71058 3.57786 -0.11311
H 0.03615 2.72351 -1.53947
H 1.79220 1.43427 0.66679
H 0.22327 0.31035 -1.30702

Entry 3:
20
Properties=species:S:1:pos:R:3 method="wB97M-V/def2-TZVPD" homo_energy_ev="-15.20 / -15.18" homo_lumo_gap_ev="11.8 / 5.3" e_above_lowest_kcal_mol=8.2 total_charge=+1 s2=0.75 lumo_ev="-3.39 / -9.84" largest_force_ha_per_bohr=0.041 total_energy_ha=-273.74458 multiplicity=2
C 0.02964 -1.78022 -1.52198
C -1.10649 -2.55135 -2.20694
H -0.38800 -1.48692 -0.53867
H 0.89683 -2.39401 -1.27457
H 0.39251 -0.92714 -2.08756
H -0.83423 -2.59834 -3.26349
H -2.06323 -2.05682 -2.07830
H -1.10622 -3.60437 -1.92673
C 0.31796 1.07205 0.69517
C -0.39298 2.37031 0.45589
C 1.65349 0.94355 1.39459
O -0.57408 0.24777 1.41247
H 0.28477 0.55665 -0.30589
H -0.60767 2.95055 1.35521
H 1.58157 1.19732 2.45335
H 1.97327 -0.11110 1.39710
H 2.50944 1.43992 0.94737
H -0.12659 -0.55126 1.75447
H -1.29999 2.25177 -0.14180
H 0.14955 3.04825 -0.20875

Entry 4:
39
Properties=species:S:1:pos:R:3 method="wB97M-V/def2-TZVPD" homo_energy_ev=-10.71 homo_lumo_gap_ev=5.1 e_above_lowest_kcal_mol=30.0 total_charge=+1 lumo_ev=-5.57 largest_force_ha_per_bohr=0.029 total_energy_ha=-806.56162
C -0.82660 1.92678 3.33947
C -0.52179 2.34904 1.96176
N -0.33588 1.67727 0.83258
C -0.07004 2.62923 -0.15386
C -0.10792 3.90012 0.40451
C 0.07395 5.28869 -0.07884
N -0.39306 3.68582 1.73157
H -0.89635 0.84177 3.43454
H -0.05518 2.30702 4.02025
H -1.76698 2.38660 3.66737
H 0.12487 2.34957 -1.18106
H 0.31749 5.31425 -1.15138
H -0.83379 5.89908 0.08846
H 0.87852 5.80841 0.47524
H -0.49919 4.39579 2.45176
C -0.21969 -1.45812 -0.20837
C 1.04694 -1.93758 0.23402
C 1.49299 -1.51942 1.53442
C 2.73185 -1.88920 2.03602
C 3.59885 -2.69095 1.27137
C 3.17496 -3.14529 0.01809
C 1.92356 -2.80393 -0.48727
C -0.99847 -1.76039 -1.36525
C -2.32666 -1.21445 -1.42464
C -3.14785 -1.40844 -2.52650
C -2.69696 -2.16033 -3.62678
C -1.42501 -2.74159 -3.57691
C -0.59327 -2.56350 -2.47387
H -0.67634 -0.73311 0.46162
H 0.81815 -0.90567 2.13528
H 3.04190 -1.54435 3.02356
H 4.58946 -2.95016 1.64661
H 3.83712 -3.77408 -0.58007
H 1.62049 -3.23386 -1.43235
H -2.69414 -0.65871 -0.55967
H -4.14599 -0.96635 -2.54480
H -3.32752 -2.28596 -4.50834
H -1.07296 -3.34155 -4.41898
H 0.36053 -3.07247 -2.46957

Entry 5:
47
Properties=species:S:1:pos:R:3 method="wB97M-V/def2-TZVPD" homo_energy_ev="-13.12 / -13.12" homo_lumo_gap_ev="7.8 / 4.7" e_above_lowest_kcal_mol=46.4 total_charge=+1 s2=0.75 lumo_ev="-5.36 / -8.45" largest_force_ha_per_bohr=0.133 total_energy_ha=-1885.30043 multiplicity=2
S -3.42593 -1.45333 1.40663
S -2.45379 -2.06982 -0.22448
C -2.24450 -0.46125 -1.08144
C -1.34157 0.41955 -0.26739
N 0.06942 0.12624 -0.43245
C 0.56048 -1.01094 -0.00646
O 1.73333 -1.20650 -0.23939
H -4.13764 -0.30677 1.28636
H -1.88589 -0.60895 -2.14801
H -3.28090 0.02331 -1.28510
H -1.76621 0.43825 0.75280
H -1.40837 1.56325 -0.62911
H 0.56151 0.72656 -1.01413
H -0.02153 -1.70698 0.73190
H -2.10022 4.25946 -0.48994
H -0.88003 4.89920 0.03415
O -1.73529 4.71013 0.29390
H -0.55968 3.97342 -2.43706
H 0.06295 2.90303 -1.80168
O -0.79774 3.33545 -1.81006
H 1.64508 -3.30439 -3.04665
H 2.87318 -2.32810 -2.61931
O 2.52450 -3.01187 -3.17914
H 2.63501 -0.37729 -1.34968
H 3.50011 0.61319 -0.73810
O 2.95938 0.38822 -1.69660
H 0.21943 -3.69734 1.94816
H 1.40468 -3.63929 2.64769
O 0.54906 -3.27209 2.73893
H 2.12864 2.48040 -1.31924
H 2.42949 2.88679 0.11864
O 1.80695 2.46359 -0.40471
H 1.87492 2.97109 2.00559
H 2.40035 1.56820 2.30339
O 2.73313 2.51503 2.10072
H -0.76960 4.09047 1.92419
H -0.52061 2.53357 2.02756
O -0.22471 3.41810 2.38729
H 0.82358 -1.56041 2.75339
H 1.99695 -1.00051 1.96508
O 1.26156 -0.68954 2.41530
H 0.31189 -4.76754 -0.68180
H 0.71627 -3.36887 -0.38121
O 0.55450 -4.26576 0.02102
H 1.88883 1.23753 -2.59709
H 0.76297 1.37407 -3.55489
O 1.24009 1.85612 -2.89743

Entry 6:
16
Properties=species:S:1:pos:R:3 method="wB97M-V/def2-TZVPD" homo_energy_ev=-9.48 homo_lumo_gap_ev=10.4 e_above_lowest_kcal_mol=53.3 smiles="C=CC=C.O.O" total_charge=0 lumo_ev=0.92 largest_force_ha_per_bohr=0.038 total_energy_ha=-308.81322
C -0.25109 1.19758 -1.24519
C -1.21523 2.01912 -1.64737
C -1.43738 3.34521 -0.98215
C -2.02945 3.44636 0.19618
H 0.46571 1.37534 -0.45828
H -0.07419 0.26902 -1.76243
H -1.64982 1.87445 -2.61514
H -1.05351 4.17008 -1.56511
H -2.21282 4.42755 0.61632
H -2.26746 2.64694 0.88419
O 1.85239 -3.18375 -2.83348
H 2.31441 -2.89127 -3.62803
H 1.78130 -4.14235 -2.86916
O 1.85917 -4.31639 5.61731
H 0.99045 -4.11953 6.01237
H 1.83731 -3.64643 4.92148

Entry 7:
11
Properties=species:S:1:pos:R:3 method="wB97M-V/def2-TZVPD" homo_energy_ev="-6.63 / -9.12" homo_lumo_gap_ev="7.4 / 7.3" e_above_lowest_kcal_mol=0.0 total_charge=0 s2=2.01 lumo_ev="0.75 / -1.82" largest_force_ha_per_bohr=0.056 total_energy_ha=-2631.54210 multiplicity=3
C 0.52610 -0.76608 -4.13455
C -0.37153 -0.13938 0.97309
O 1.44826 -0.34864 -3.46731
O -0.57993 1.11759 3.76896
Se 1.11977 0.57359 1.53619
H -0.37665 -1.23866 -3.58023
H 0.68765 -0.80335 -5.23335
H -1.05401 0.33473 0.32246
H -0.74211 -1.08439 1.43891
H 0.02719 0.41826 4.13943
H -0.68474 1.93633 4.23639

Entry 8:
11
Properties=species:S:1:pos:R:3 method="wB97M-V/def2-TZVPD" homo_energy_ev="-6.04 / -8.25" homo_lumo_gap_ev="7.0 / 6.2" e_above_lowest_kcal_mol=120.3 total_charge=0 s2=2.01 lumo_ev="0.94 / -2.09" largest_force_ha_per_bohr=0.083 total_energy_ha=-227.04684 multiplicity=3
C 0.09512 -0.70803 -0.09095
C 0.34883 -1.49716 -1.09644
C -0.84422 -0.37807 1.01402
N 0.32543 0.26657 0.81115
N 1.05220 1.31717 1.22341
H 1.22302 -1.42408 -1.63951
H -0.38150 -2.10606 -1.64596
H -2.15141 1.05190 -1.15073
H -2.76742 0.78205 -0.68564
H 2.04723 1.10382 1.10023
H 1.05271 1.59189 2.16042

Entry 9:
13
Properties=species:S:1:pos:R:3 method="wB97M-V/def2-TZVPD" homo_energy_ev=-5.17 homo_lumo_gap_ev=9.0 e_above_lowest_kcal_mol=2.3 total_charge=-1 lumo_ev=3.81 largest_force_ha_per_bohr=0.009 total_energy_ha=-2879.89293
Br -1.08177 0.27231 -1.13425
O 0.93389 1.68580 1.44839
H 1.03429 2.49502 0.93723
H 0.43647 1.10793 0.83961
O 0.26516 -2.80392 -2.25557
H -0.48138 -2.19984 -2.38481
H 1.00078 -2.20049 -2.09400
O 1.71675 -1.31445 0.09932
H 0.83266 -0.90722 -0.03672
H 2.29649 -0.54722 0.15976
O -2.46398 1.52627 1.85012
H -2.20720 2.18447 1.19577
H -2.28216 0.70134 1.37514

Entry 10:
12
Properties=species:S:1:pos:R:3 method="wB97M-V/def2-TZVPD" homo_energy_ev=-8.29 homo_lumo_gap_ev=8.2 e_above_lowest_kcal_mol=95.1 smiles="C=NSC(=S)NN" total_charge=0 lumo_ev=-0.04 largest_force_ha_per_bohr=0.113 total_energy_ha=-1039.73188
C -0.31215 2.28767 0.29071
N -0.41567 1.00124 0.24549
S 0.56600 0.10429 1.40947
C -0.03202 -1.30656 0.87294
S -0.24648 -2.58297 1.93573
N -0.36321 -1.45986 -0.44650
N 0.59440 -0.97456 -1.42192
H -0.83244 2.79116 -0.50242
H 0.08930 3.10961 1.14205
H -0.88884 -2.20484 -0.79933
H 0.30633 -0.00614 -1.71956
H 1.53478 -0.75904 -1.00666

Entry 11:
16
Properties=species:S:1:pos:R:3 method="wB97M-V/def2-TZVPD" homo_energy_ev=-10.83 homo_lumo_gap_ev=6.0 e_above_lowest_kcal_mol=69.2 total_charge=+1 lumo_ev=-4.88 largest_force_ha_per_bohr=0.067 total_energy_ha=-971.08426
C -4.51606 -0.05907 0.03506
C 4.91860 -0.91420 0.06999
C -3.18736 0.54004 0.18205
N -2.09975 0.27629 -0.48668
S 3.81523 0.63731 -0.11305
S 2.00450 0.01896 -0.10181
H -5.19302 0.72070 -0.24436
H -4.96886 -0.29251 0.92626
H -4.41006 -0.78874 -0.65317
H 5.80924 -0.40872 0.50146
H 5.15653 -1.15027 -1.00441
H 4.78428 -1.81461 0.69931
H -2.91578 1.35602 0.86787
H -1.81775 -0.49171 -1.25193
H -1.38776 1.02089 -0.52882
H 4.00801 1.34963 1.10224

Entry 12:
54
Properties=species:S:1:pos:R:3 method="wB97M-V/def2-TZVPD" homo_energy_ev="-3.51 / -6.52" homo_lumo_gap_ev="3.7 / 3.6" e_above_lowest_kcal_mol=0.0 total_charge=0 s2=6.05 lumo_ev="0.17 / -2.92" largest_force_ha_per_bohr=0.068 total_energy_ha=-1952.58234 multiplicity=5
Pd 0.10685 0.08921 -0.34897
Si -2.04571 -1.74386 0.89610
P -1.43794 0.73615 -2.05049
N -1.42893 -0.18824 0.96149
H 0.94689 -1.02864 0.23850
C -0.92594 2.20715 -2.99647
H -1.62700 2.43561 -3.81758
H 0.07932 2.04033 -3.41269
H -0.89606 3.07069 -2.31393
C -1.88514 -0.53662 -3.28865
H -2.55434 -0.11962 -4.05630
H -2.40154 -1.37189 -2.79532
H -0.97439 -0.90806 -3.77627
C -3.06037 1.26649 -1.40645
H -3.72378 1.57472 -2.22742
H -2.92149 2.11768 -0.72989
H -3.53296 0.45128 -0.84995
C -1.07127 -2.97858 -0.17162
H 0.00081 -2.94824 0.03920
H -1.27689 -2.82070 -1.22892
H -1.46823 -3.97714 0.11565
H -2.07952 -2.34294 2.28391
H -3.42580 -1.73198 0.30960
C -1.81573 0.88341 1.69726
C -1.59103 3.22362 2.33725
C -1.14568 2.13462 1.61520
C -2.93542 0.76580 2.54575
C -3.37760 1.86167 3.25091
C -2.72354 3.09197 3.16938
H -1.05636 4.19606 2.25898
H -0.25489 2.22959 0.94159
H -3.44867 -0.21051 2.60853
H -4.28877 1.76175 3.90719
H -3.07398 3.95188 3.74064
C 2.19111 -0.68090 -2.75363
O 1.12407 0.01901 -2.90821
C 3.34287 -0.09154 -1.82452
H 4.18712 -0.33791 -2.47457
H 3.48307 -0.46355 -0.76706
H 3.25480 0.99650 -1.78316
C 1.99952 -2.27861 -2.56262
H 2.08578 -2.58125 -3.63469
H 1.01696 -2.64580 -2.10301
H 2.81006 -2.77831 -1.96461
C 1.20848 -2.49304 2.71388
S 1.64317 -0.92937 1.96723
C 1.25349 0.19418 3.30506
O 3.11087 -0.90523 1.78478
H 0.16871 -2.51946 3.06071
H 1.90352 -2.60268 3.56131
H 1.38232 -3.29722 1.98270
H 1.38531 1.21797 2.93153
H 0.22584 0.05513 3.65410
H 1.98304 -0.02901 4.09187